--- w ---
Molecular formula: C5H29NO12
Method: DFT, wB97M-V/def2-TZVPD

Element x y z (Å)
O (-1.40194, -0.07492, -3.23073)
C (-1.62961, -0.96217, -2.48800)
N (-1.11453, -0.71013, -1.20635)
C (-1.16539, -1.45792, 0.01368)
C (-2.75025, -1.49676, 0.33195)
C (-3.01466, -1.65707, 1.85770)
O (-4.14131, -1.79965, 2.22977)
C (-0.65759, -2.95844, -0.06508)
H (-2.10126, -1.90172, -2.70290)
H (-0.64112, 0.13801, -1.01797)
H (-0.72444, -0.87316, 0.89897)
H (-3.37840, -0.73785, -0.13663)
H (-3.20653, -2.32134, -0.36514)
H (-2.19456, -1.47826, 2.49504)
H (-0.30697, -3.40961, -0.93520)
H (0.19120, -2.91117, 0.60207)
H (-1.51540, -3.53136, 0.41016)
H (-1.91593, 3.52851, 0.04651)
H (-1.54347, 5.03116, 0.38222)
O (-1.28191, 4.13037, 0.40883)
H (3.99837, -2.06903, -1.32035)
H (2.71178, -2.67239, -0.88324)
O (3.39402, -2.08157, -0.70120)
H (2.28108, -2.34455, 1.30597)
H (1.07083, -1.34635, 1.27253)
O (1.57676, -2.01448, 1.85625)
H (0.79137, -0.67782, -2.02906)
H (1.60508, -0.47575, -3.22680)
O (1.62420, -1.00058, -2.46722)
H (2.19049, 0.45988, 0.48828)
H (1.89947, -0.62178, -0.35837)
O (1.43407, 0.13183, 0.06064)
H (2.72605, 3.11665, -2.48350)
H (1.87414, 2.03856, -1.78756)
O (2.75606, 2.20397, -2.15091)
H (2.07710, 3.54078, 0.54285)
H (0.78950, 3.76802, 0.12815)
O (1.41455, 3.06557, -0.05733)
H (-4.19465, 2.33928, 0.70580)
H (-2.98477, 2.69724, 1.50321)
O (-3.75100, 3.06885, 1.02571)
H (3.58506, -0.93676, 1.69242)
H (3.22098, -1.03225, 3.18384)
O (3.76321, -0.63915, 2.52750)
H (0.03981, 1.92189, 0.67073)
H (-0.76111, 2.99679, 1.53644)
O (-0.63843, 2.01662, 1.43628)

As for the SMILES: C[C@H](CC=O)NC=O.O.O.O.O.O.O.O.O.O.O. For the HOMO energy, the calculation gives -9.3 eV. As for the HOMO-LUMO gap: 9.384 eV.

--- x ---
Molecular formula: C5H29NO12
Method: DFT, wB97M-V/def2-TZVPD

Element x y z (Å)
C (-2.51108, -1.27431, 0.31285)
N (-1.85971, -0.03132, -0.12877)
C (-1.17841, 0.74334, 0.95680)
C (-1.59269, 2.17550, 1.02487)
C (-1.15363, 2.81848, 2.45890)
O (-1.96430, 2.60972, 3.32912)
C (0.30336, 0.46632, 0.58152)
O (1.31383, 0.95131, 1.11519)
H (-3.10878, -1.25523, 1.21048)
H (-3.26934, -1.54311, -0.38853)
H (-1.63716, -1.97475, 0.34809)
H (-2.39468, 0.47009, -0.72988)
H (-1.48680, 0.27831, 1.95317)
H (-1.46957, 2.70172, 0.10333)
H (-2.69994, 2.30185, 1.06752)
H (-0.35954, 3.39170, 2.54406)
H (0.28942, -0.23010, -0.19562)
H (0.48486, -4.16740, 1.10834)
H (1.52446, -3.34920, 0.47366)
O (0.65487, -3.69833, 0.27168)
H (-0.49400, 2.14977, -2.87375)
H (0.63559, 3.18177, -2.79677)
O (-0.02686, 2.78396, -3.39816)
H (-1.29705, -0.44498, -3.69567)
H (-0.32023, -0.46579, -2.50626)
O (-0.94489, 0.12532, -2.98733)
H (3.04248, 0.59383, 3.35258)
H (1.54902, 0.16298, 3.47863)
O (2.40609, -0.07473, 3.81346)
H (2.84886, -1.48673, 2.62769)
H (3.96442, -2.54560, 2.45170)
O (3.33054, -1.95628, 1.94280)
H (-3.23174, 0.86854, -2.64524)
H (-2.16659, 1.86823, -2.68300)
O (-2.87281, 1.63189, -2.16575)
H (1.15859, 1.57917, -4.44403)
H (0.21385, 0.47443, -4.19793)
O (1.09604, 0.59624, -4.40330)
H (3.94728, -0.73164, -0.50544)
H (4.47792, -0.66546, 0.97581)
O (4.43624, -0.18174, 0.10214)
H (-2.19349, -0.21194, 3.98833)
H (-1.67313, -1.19943, 5.00731)
O (-1.48318, -0.63695, 4.36897)
H (1.88222, -1.64984, -2.75953)
H (1.75319, -2.53841, -4.19354)
O (2.07650, -2.61122, -3.27049)

As for the SMILES: CN[C@@H](C=O)CC=O.O.O.O.O.O.O.O.O.O.O. For the HOMO energy, the calculation gives -9.1 eV. As for the HOMO-LUMO gap: 8.950 eV.

Which of them is the most stable, and which is the least stable? w and x, in that order.

--- w ---
Molecular formula: C5H29NO12
Method: DFT, wB97M-V/def2-TZVPD

Element x y z (Å)
O (-0.72851, -1.77329, 4.05742)
C (0.12091, -2.44194, 3.51316)
O (1.35276, -2.42661, 4.06433)
C (-0.02832, -3.25975, 2.26903)
C (0.56625, -2.46416, 1.09255)
C (0.31452, -0.99690, 1.31616)
C (-0.80704, -0.40136, 0.91098)
N (-1.22307, 0.85538, 1.31860)
H (2.01961, -2.94791, 3.66166)
H (0.40056, -4.26333, 2.36581)
H (-1.07666, -3.46356, 2.06483)
H (0.14889, -2.82010, 0.15150)
H (1.64312, -2.67673, 1.00207)
H (1.08789, -0.45605, 1.84296)
H (-1.55894, -0.88308, 0.30906)
H (-0.54086, 1.46399, 1.70200)
H (-1.86078, 1.32175, 0.68283)
H (2.14832, 0.78547, -2.86600)
H (2.44588, -0.59516, -2.33139)
O (2.92356, 0.17008, -2.71699)
H (-2.87767, -2.24228, 1.05224)
H (-3.86266, -3.03905, 0.13171)
O (-2.93489, -2.78327, 0.22095)
H (-1.49985, -0.44763, -2.95360)
H (-0.49405, 0.91807, -3.22620)
O (-1.36367, 0.46018, -3.40354)
H (0.99773, 2.43550, -3.98048)
H (1.22467, 2.65746, -2.44359)
O (0.90199, 2.00529, -3.13539)
H (-3.34508, 2.84500, -3.10727)
H (-2.57385, 1.52136, -2.81461)
O (-3.12187, 2.22898, -2.39524)
H (3.82978, 1.34558, -1.88357)
H (4.17536, 1.81361, -0.46465)
O (4.19276, 2.10068, -1.36569)
H (-2.28831, -1.51527, 3.12460)
H (-2.97139, -0.39717, 2.22217)
O (-3.06083, -1.32503, 2.48601)
H (-2.13133, -2.33495, -1.30142)
H (-2.25324, -2.62505, -2.79960)
O (-1.70382, -2.09505, -2.19688)
H (0.74405, 3.55186, 1.27005)
H (2.14750, 3.35609, 1.81447)
O (1.61417, 3.93123, 1.21442)
H (2.89040, 3.23602, -1.50174)
H (1.92304, 3.86528, -0.46615)
O (2.02604, 3.71299, -1.42935)

As for the SMILES: N/C=C/CCC(=O)O.O.O.O.O.O.O.O.O.O.O. For the HOMO energy, the calculation gives -8.7 eV. As for the HOMO-LUMO gap: 8.570 eV.

--- x ---
Molecular formula: C5H29NO12
Method: DFT, wB97M-V/def2-TZVPD

Element x y z (Å)
C (0.84295, -0.41341, 0.58792)
N (1.05914, -1.15244, -0.56699)
C (0.22215, -0.85033, -1.76505)
C (0.12565, 0.48631, -2.35975)
C (2.44954, -1.51834, -0.90855)
C (3.21931, -0.33305, -1.38265)
O (4.42254, -0.31229, -1.32429)
O (1.80448, -0.15611, 1.32497)
H (-0.08632, -0.15312, 0.93492)
H (-0.65862, -1.39690, -1.65182)
H (0.81105, -1.33712, -2.60538)
H (0.03804, 0.44264, -3.46252)
H (-0.80758, 1.15797, -2.10784)
H (1.02455, 1.17505, -2.22527)
H (2.34282, -2.20190, -1.69433)
H (2.93750, -2.10581, -0.15038)
H (2.53272, 0.44893, -1.55420)
H (-3.62920, -1.79505, 1.21627)
H (-5.01947, -1.43185, 0.69843)
O (-4.22073, -1.07717, 0.94404)
H (1.98343, 2.06390, 0.89040)
H (0.59110, 2.49420, 0.55771)
O (1.36136, 2.21307, 0.19914)
H (1.18763, 4.10848, 2.95611)
H (0.06771, 3.51878, 1.76811)
O (0.52693, 4.22651, 2.25338)
H (-0.93225, 1.80294, 2.45254)
H (-1.48944, 1.65344, 1.04958)
O (-0.91813, 2.26104, 1.60114)
H (-3.52280, -3.37196, 2.71052)
H (-2.68577, -3.86220, 1.69297)
O (-3.66350, -3.63190, 1.77670)
H (-2.71783, 0.07032, -0.44799)
H (-3.45411, 1.31388, 0.12037)
O (-2.53488, 0.94882, -0.14382)
H (0.22835, 1.55242, 4.39225)
H (0.13596, 0.14412, 4.03665)
O (-0.42803, 0.91508, 3.97742)
H (-0.42652, -2.89471, 1.66067)
H (-0.42178, -4.23674, 2.23496)
O (-0.98273, -3.45926, 2.04529)
H (1.71016, 3.74140, -2.43209)
H (2.37263, 3.22856, -1.35939)
O (2.42424, 3.16663, -2.28212)
H (0.48622, -1.44410, -5.28041)
H (0.93125, -1.70421, -3.82115)
O (0.76029, -2.29451, -4.55651)

As for the SMILES: CCN(C=O)CC=O.O.O.O.O.O.O.O.O.O.O. For the HOMO energy, the calculation gives -9.6 eV. As for the HOMO-LUMO gap: 9.389 eV.

Which of them is the most stable, and which is the least stable? w and x, in that order.

--- w ---
Molecular formula: C6H10OSi
Method: DFT, wB97M-V/def2-TZVPD

Element x y z (Å)
C (3.39552, 1.94606, 0.09333)
C (3.29021, 0.71492, 0.16620)
C (2.95396, -0.61297, 0.01651)
C (-0.49227, -1.03031, -1.66024)
C (-0.17906, 1.55037, 0.28211)
C (-0.49434, -1.55259, 1.38677)
O (3.34696, -1.71154, 0.03405)
Si (0.18128, -0.33405, -0.02390)
H (3.24171, 2.96154, -0.13508)
H (-0.08122, -2.11958, -1.98821)
H (-1.51543, -1.23792, -1.65698)
H (-0.22904, -0.40024, -2.61423)
H (0.49484, 1.89908, 0.93905)
H (-0.16391, 2.09654, -0.69695)
H (-1.24630, 1.65145, 0.73274)
H (0.30044, -2.04517, 1.82101)
H (-1.01103, -1.04816, 2.13508)
H (-1.12588, -2.24974, 0.97224)

For the HOMO energy (alpha / beta), the calculation gives -7.2 / -7.2 eV. As for the HOMO-LUMO gap (alpha / beta): 7.223 / 7.222 eV.

--- x ---
Molecular formula: C6H10OSi
Method: DFT, wB97M-V/def2-TZVPD

Element x y z (Å)
C (2.74103, -0.75733, 0.53694)
C (1.23980, -0.75724, 0.49008)
C (3.11168, 0.10486, -0.42988)
C (0.84933, 0.03827, -0.48594)
C (1.96281, 0.76329, -1.09305)
C (-3.13250, -0.37378, 1.33191)
O (-2.83120, -0.38574, -0.02183)
Si (-2.00437, 0.61336, -0.94539)
H (3.36310, -1.38939, 1.20026)
H (0.82421, -1.54015, 1.13659)
H (4.03372, 0.40349, -0.81662)
H (1.63451, 1.70454, -0.75741)
H (1.95434, 0.77100, -2.20382)
H (-2.03893, -0.44220, 1.80061)
H (-3.61429, -1.27672, 1.73061)
H (-3.74511, 0.50686, 1.67004)
H (-2.11193, 1.99114, -0.85790)
H (-2.23622, 0.02574, -2.28521)

For the HOMO energy (alpha / beta), the calculation gives -8.0 / -8.0 eV. As for the HOMO-LUMO gap (alpha / beta): 8.251 / 8.252 eV.

Which of them is the most stable, and which is the least stable? x and w, in that order.

--- w ---
Molecular formula: C17H13F4N2
Method: DFT, wB97M-V/def2-TZVPD

Element x y z (Å)
F (-3.29284, 3.17276, 2.94690)
C (-3.06066, 1.81375, 2.96380)
C (-4.16179, 0.96183, 2.95059)
C (-3.87436, -0.40584, 2.96596)
F (-4.93098, -1.28786, 2.95128)
C (-2.59049, -0.91208, 2.99062)
C (-1.46358, -0.02618, 3.00190)
C (-0.17446, -0.61941, 3.01645)
C (1.11136, -0.01971, 3.00853)
C (2.24261, -0.89931, 2.97869)
C (3.52365, -0.38650, 2.95373)
F (4.58416, -1.26363, 2.93050)
C (3.80387, 0.98284, 2.94924)
C (2.69867, 1.82889, 2.98329)
F (2.92356, 3.18928, 2.97854)
C (1.38613, 1.38451, 3.02471)
C (-1.74523, 1.37653, 2.98998)
H (-5.17892, 1.33646, 2.92854)
H (-2.40166, -1.98493, 2.99699)
H (-0.17120, -1.71537, 3.02510)
H (2.05873, -1.97279, 2.96754)
H (4.81892, 1.36279, 2.92429)
H (0.58693, 2.11136, 3.06684)
H (-0.94920, 2.10806, 2.99299)
C (0.98348, -6.26929, -1.30931)
N (0.49817, -4.97240, -0.85069)
C (0.58035, -4.48479, 0.43707)
N (0.04408, -3.27146, 0.50681)
C (-0.40514, -2.94914, -0.76158)
C (-0.12688, -3.99968, -1.61589)
H (0.77116, -6.37748, -2.37648)
H (2.06551, -6.36314, -1.15259)
H (0.49366, -7.08721, -0.76611)
H (1.03186, -5.06291, 1.23344)
H (-0.88964, -2.01353, -0.99288)
H (-0.32269, -4.11104, -2.66610)

Its net charge is +1. For the HOMO energy, the calculation gives -11.3 eV. As for the HOMO-LUMO gap: 4.780 eV.

--- x ---
Molecular formula: C17H13F4N2
Method: DFT, wB97M-V/def2-TZVPD

Element x y z (Å)
F (4.17607, 1.99474, 2.27554)
C (2.90657, 2.19611, 1.76567)
C (2.33161, 3.45833, 1.84172)
C (1.05584, 3.60651, 1.31575)
F (0.48179, 4.86376, 1.25020)
C (0.31701, 2.52025, 0.80003)
C (0.91548, 1.26039, 0.70705)
C (-0.06300, 0.14225, 0.19757)
C (0.34506, -1.33497, 0.37092)
C (-0.71570, -2.20447, 0.12163)
C (-0.53992, -3.58904, 0.31046)
F (-1.57841, -4.41855, -0.07287)
C (0.63711, -4.12265, 0.81258)
C (1.68906, -3.24157, 1.03150)
F (2.89015, -3.72962, 1.51598)
C (1.57698, -1.85024, 0.83908)
C (2.22825, 1.08167, 1.22674)
H (2.88248, 4.31113, 2.24835)
H (-0.75502, 2.65467, 0.58995)
H (-0.96076, 0.30303, 0.86785)
H (-1.72133, -1.81744, -0.10692)
H (0.75189, -5.20147, 0.96340)
H (2.41736, -1.23700, 1.16812)
H (2.71795, 0.10974, 1.34160)
C (-3.49634, -0.26940, -0.95242)
C (-2.19564, 0.13836, -1.56459)
N (-0.94979, 0.19706, -1.13643)
C (-0.14212, 0.73230, -2.07892)
C (-0.87544, 0.98723, -3.13654)
N (-2.17270, 0.61046, -2.82014)
H (-3.41320, -0.41948, 0.13706)
H (-4.25203, 0.52190, -1.13947)
H (-3.85316, -1.21316, -1.41409)
H (0.91328, 0.87201, -1.82907)
H (-0.58179, 1.42178, -4.04297)
H (-2.96757, 0.66535, -3.40431)

Its net charge is +1. As for the SMILES: Cc1[nH+]ccn1C(c1cc(F)cc(F)c1)c1cc(F)cc(F)c1. For the HOMO energy, the calculation gives -12.5 eV. As for the HOMO-LUMO gap: 9.372 eV.

Which of them is the most stable, and which is the least stable? x and w, in that order.

--- w ---
Molecular formula: H8O3S2
Method: DFT, wB97M-V/def2-TZVPD

Element x y z (Å)
S (-0.69254, -1.57323, -0.98772)
S (-2.19897, -0.09952, -0.98444)
H (0.10664, -1.06450, -1.81819)
H (-2.90482, -0.88495, -0.14979)
H (5.54358, 2.26132, 0.10009)
H (5.33080, 0.82098, 0.31592)
O (4.76331, 1.60919, 0.13447)
H (1.38890, 0.07653, -1.66941)
H (2.31178, 1.24533, -1.48028)
O (1.46384, 1.03574, -1.73623)
H (-1.11206, -0.24646, 5.40971)
H (-1.19617, 1.11256, 4.81437)
O (-1.62772, 0.28548, 4.85576)

As for the SMILES: SS.O.O.O. For the HOMO energy, the calculation gives -8.5 eV. As for the HOMO-LUMO gap: 8.692 eV.

--- x ---
Molecular formula: H8O3S2
Method: DFT, wB97M-V/def2-TZVPD

Element x y z (Å)
S (1.23797, 0.50858, 0.89680)
S (-0.13016, 1.34801, 2.19926)
H (0.43642, 0.07809, -0.08849)
H (-1.22372, 0.84550, 1.60985)
H (2.07009, -1.53013, -3.35925)
H (1.48596, -2.64405, -4.21108)
O (1.44116, -1.69283, -4.06556)
H (-1.87635, 1.53809, -1.60101)
H (-1.99916, 0.01652, -1.59002)
O (-1.52186, 0.74801, -1.18936)
H (-1.13060, -1.51808, 0.42050)
H (-1.47447, -2.88383, -0.17557)
O (-1.86829, -2.04760, 0.10040)

As for the SMILES: SS.O.O.O. For the HOMO energy, the calculation gives -8.3 eV. As for the HOMO-LUMO gap: 8.531 eV.

Which of them is the most stable, and which is the least stable? x and w, in that order.

--- w ---
Molecular formula: C3H4ClF
Method: DFT, wB97M-V/def2-TZVPD

Element x y z (Å)
C (-0.21837, -0.11444, 0.74506)
C (0.13720, -0.00359, -0.72508)
C (-1.62590, -0.39194, 0.21110)
F (-1.90445, -1.64397, -0.24996)
Cl (-2.92827, 0.72685, 0.05733)
H (0.26109, -0.86961, 1.26374)
H (-0.25111, 0.72326, 1.43744)
H (0.17784, 1.04434, -1.17463)
H (0.30382, -0.86514, -1.44231)

For the HOMO energy, the calculation gives -8.1 eV. As for the HOMO-LUMO gap: 9.004 eV.

--- x ---
Molecular formula: C3H4ClF
Method: DFT, wB97M-V/def2-TZVPD

Element x y z (Å)
C (1.59965, -1.28532, -0.09032)
C (0.95874, -0.19055, 0.39996)
C (-2.48654, 1.20679, -0.90253)
F (1.12709, 0.29856, 1.62550)
Cl (-1.88989, 1.42610, 0.61780)
H (2.29482, -1.84165, 0.57718)
H (1.59139, -1.55732, -1.08278)
H (0.31729, 0.44029, -0.25178)
H (-3.51255, 1.50310, -0.89303)

For the HOMO energy, the calculation gives -9.3 eV. As for the HOMO-LUMO gap: 8.275 eV.

--- y ---
Molecular formula: C3H4ClF
Method: DFT, wB97M-V/def2-TZVPD

Element x y z (Å)
C (-0.90689, 0.37862, 0.40898)
C (0.25616, -0.51058, 0.22711)
C (1.20374, -0.23954, -0.58157)
H (-1.21178, 0.60038, 1.51136)
H (0.38856, -1.42887, 0.81452)
H (2.15401, -0.80325, -0.55133)
H (1.13867, 0.62495, -1.26596)
F (-0.54521, 1.56829, -0.19740)
Cl (-2.47726, -0.18999, -0.36570)

As for the SMILES: C=C[C@@H](F)Cl. For the HOMO energy, the calculation gives -10.6 eV. As for the HOMO-LUMO gap: 11.565 eV.

Which of them is the most stable, and which is the least stable? y and x, in that order.